[1]
The molecule C2H5N5 in a non-equilibrium geometry. Source: the Open Molecules 2025 dataset; level of theory: ωB97M-V/def2-TZVPD.

The value obtained for the relative energy (zero: lowest compared OMol25 entry of this formula, charge and spin) is 75.0 kcal per mole. As for the LUMO energy: 0.630 eV. As for the SMILES: Nc1cnnn1N. The total energy is -352.8952 Ha.

Geometry as ORCA input:
```
! wB97M-V def2-TZVPD RIJCOSX def2/J DEFGRID3
* xyz 0 1
C 0.118 -0.667 -0.115
C -1.113 -1.300 -0.117
H 2.065 -0.224 0.098
H 1.669 -1.773 0.882
H -1.143 -2.380 -0.256
H 0.022 2.278 0.691
H 0.366 2.284 -0.962
N 1.498 -1.074 -0.119
N -2.130 -0.399 -0.015
N -1.586 0.775 0.043
N -0.286 0.671 -0.081
N 0.520 1.810 -0.048
*
```

---

[2]
An isolated ion of composition C2H8NS2 and charge +1 in a non-equilibrium geometry. Source: the Open Molecules 2025 dataset; level of theory: ωB97M-V/def2-TZVPD.

The value obtained for the relative energy (zero: lowest compared OMol25 entry of this formula, charge and spin) is 75.1 kcal per mole. As for the LUMO energy: -3.480 eV. The total energy is -931.7527 Ha.

Geometry as ORCA input:
```
! wB97M-V def2-TZVPD RIJCOSX def2/J DEFGRID3
* xyz 1 1
S 0.532 -0.214 0.555
S 2.487 -0.240 0.515
H -0.244 0.087 1.647
H 2.814 0.963 -0.015
C -2.025 -0.262 -0.524
C -0.741 -0.116 -0.998
N -3.011 0.812 -0.655
H -2.367 -1.106 0.025
H -0.303 -0.890 -1.642
H -0.564 0.824 -1.548
H -3.676 0.777 0.119
H -2.591 1.741 -0.630
H -3.563 0.728 -1.516
*
```

---

[3]
A 6-piece molecular cluster, C4H21N2O6S overall in a non-equilibrium geometry. Source: the Open Molecules 2025 dataset; level of theory: ωB97M-V/def2-TZVPD.

As for the expectation value of S²: 0.7559. As for the LUMO energy (spin up / spin down): 0.052 / -4.143 eV. The total energy is -1123.9326 Ha.

Geometry as ORCA input:
```
! wB97M-V def2-TZVPD RIJCOSX def2/J DEFGRID3
* xyz 0 2
C 0.415 1.438 -1.543
N -0.240 2.041 -0.353
C 0.286 -0.125 -1.585
C 1.168 -0.888 -2.488
S 0.678 -1.049 -4.255
N 0.858 -0.595 -0.273
C -0.182 -0.762 0.770
O -0.328 0.296 1.511
H 0.152 2.059 -2.394
H 1.597 1.530 -1.400
H -1.288 2.126 -0.460
H -0.155 1.467 0.500
H -0.777 -0.397 -1.659
H 2.232 -0.674 -2.378
H 1.411 -2.003 -2.000
H -0.162 -2.064 -3.863
H 1.674 -0.083 -0.064
H -1.216 -0.987 0.469
H 0.278 -1.530 1.324
H -1.890 0.582 2.151
H -1.963 -0.113 3.361
O -2.621 0.278 2.798
H 1.007 0.989 2.313
H 1.114 0.971 3.780
O 1.542 1.225 2.974
H -3.632 -1.719 0.646
H -3.464 -0.593 1.608
O -4.041 -0.910 0.920
H 1.352 3.724 -0.154
H 2.173 2.811 -0.939
O 2.293 3.532 -0.289
H 1.076 -3.752 0.879
H 0.255 -2.963 -0.103
O 0.399 -3.861 0.196
*
```

---

[4]
A 2-piece molecular cluster, C15H23N3O6P overall in a non-equilibrium geometry. Source: the Open Molecules 2025 dataset; level of theory: ωB97M-V/def2-TZVPD.

The value obtained for the relative energy (zero: lowest compared OMol25 entry of this formula, charge and spin) is 16.4 kcal per mole. As for the LUMO energy: -0.477 eV. The total energy is -1542.3054 Ha.

Geometry as ORCA input:
```
! wB97M-V def2-TZVPD RIJCOSX def2/J DEFGRID3
* xyz -1 1
C -6.254 -1.455 0.839
C -5.879 -1.156 -0.604
C -4.393 -1.364 -0.820
O -4.105 -1.111 -2.181
C -2.801 -1.384 -2.648
N -1.834 -1.567 -1.579
C -0.611 -0.685 -1.664
C 0.098 -0.666 -0.335
P 1.751 0.169 -0.496
C 1.925 0.744 1.207
O 1.341 1.545 -1.315
C 0.331 -2.065 0.219
N -0.800 -3.017 -0.032
C -1.411 -2.824 -1.273
N -1.487 -3.855 -2.124
H -5.829 -0.726 1.523
H -7.333 -1.409 0.967
H -5.941 -2.454 1.132
H -6.100 -0.119 -0.845
H -6.438 -1.793 -1.285
H -3.852 -0.682 -0.164
H -4.143 -2.393 -0.541
H -2.494 -0.528 -3.241
H -2.873 -2.242 -3.311
H 0.069 -1.127 -2.401
H -0.865 0.313 -1.998
H -0.518 -0.095 0.363
H 2.649 0.126 1.726
H 2.277 1.780 1.232
H 0.964 0.704 1.717
H 1.925 1.605 -2.068
H 0.412 -1.981 1.300
H 1.271 -2.500 -0.113
H -1.497 -2.788 0.674
H -1.697 -4.792 -1.831
H -1.390 -3.703 -3.112
C 6.131 2.571 2.600
C 4.730 2.500 2.562
C 4.008 3.626 1.791
O 2.777 3.560 1.624
C 4.788 4.690 1.279
C 6.199 4.788 1.337
C 6.932 3.602 2.012
O 8.162 3.562 2.037
O 6.867 5.722 0.884
O 4.026 1.602 3.058
H 6.688 1.789 3.108
H 4.226 5.482 0.793
*
```

---

[5]
C5H10N2O as an isolated structure in a non-equilibrium geometry. Source: the Open Molecules 2025 dataset; level of theory: ωB97M-V/def2-TZVPD.

The value obtained for the relative energy (zero: lowest compared OMol25 entry of this formula, charge and spin) is 85.0 kcal per mole. As for the LUMO energy: 0.780 eV. The total energy is -381.1499 Ha.

Geometry as ORCA input:
```
! wB97M-V def2-TZVPD RIJCOSX def2/J DEFGRID3
* xyz 0 1
C 1.503 0.293 -1.471
C 0.621 1.109 0.174
C -0.203 -0.150 -0.129
C 0.020 2.325 -0.247
C -0.273 -1.260 0.891
N 0.692 -0.703 -1.186
N 0.515 -1.782 -2.113
O 2.153 0.681 -2.395
H 1.222 1.005 0.977
H -1.106 -0.015 -0.704
H 0.765 3.039 -0.417
H -0.666 2.761 0.514
H -0.627 2.152 -1.144
H -0.586 -2.219 0.394
H -0.971 -1.029 1.654
H 0.551 -1.580 1.464
H -0.095 -1.499 -2.919
H -0.080 -2.522 -1.621
*
```

---

[6]
C2HIN2O2 as an isolated structure in a non-equilibrium geometry. Source: the Open Molecules 2025 dataset; level of theory: ωB97M-V/def2-TZVPD.

The value obtained for the relative energy (zero: lowest compared OMol25 entry of this formula, charge and spin) is 135.4 kcal per mole. As for the LUMO energy (spin up / spin down): -1.429 / -3.090 eV. The total energy is -634.2072 Ha.

Geometry as ORCA input:
```
! wB97M-V def2-TZVPD RIJCOSX def2/J DEFGRID3
* xyz 0 1
C -0.305 0.638 1.068
C 0.099 0.338 -0.202
N -0.415 0.896 2.150
N 0.361 -1.091 -0.427
O -0.407 -1.803 0.187
O 1.388 -1.372 -1.032
I 1.413 1.679 -1.011
H -2.135 0.714 -0.732
*
```

---

[7]
A 8-piece molecular cluster, C24H48FNO14S4 overall in a non-equilibrium geometry. Source: the Open Molecules 2025 dataset; level of theory: ωB97M-V/def2-TZVPD.

The value obtained for the relative energy (zero: lowest compared OMol25 entry of this formula, charge and spin) is 79.7 kcal per mole. As for the LUMO energy: 0.116 eV. The total energy is -3743.4690 Ha.

Geometry as ORCA input:
```
! wB97M-V def2-TZVPD RIJCOSX def2/J DEFGRID3
* xyz 0 1
N -0.336 -0.411 -0.852
H -0.956 0.083 -0.299
H 0.160 0.283 -1.109
H -1.022 -1.013 -1.593
H 0.459 -1.145 -0.590
F -0.855 0.279 -3.466
C 1.586 4.797 -4.370
C 2.276 4.878 -2.988
C 1.641 5.930 -1.940
O 0.877 5.123 -1.043
C 1.076 3.847 -1.283
O 0.758 2.905 -0.603
O 2.007 3.702 -2.280
H 0.425 4.538 -4.354
H 2.160 4.104 -4.884
H 1.720 5.699 -5.064
H 3.374 5.173 -2.763
H 0.955 6.664 -2.415
H 2.659 6.542 -1.605
C 5.733 2.359 -0.110
C 4.650 1.759 -1.093
C 5.109 0.996 -2.418
O 4.434 -0.274 -2.255
C 3.665 -0.227 -1.199
O 2.824 -1.098 -0.917
O 3.717 0.862 -0.416
H 6.394 3.193 -0.796
H 6.537 1.557 0.137
H 5.529 2.855 0.658
H 3.941 2.646 -1.212
H 6.315 0.854 -2.352
H 4.760 1.468 -3.155
C -4.964 -2.045 -1.792
C -6.129 -1.278 -1.365
C -5.695 -0.129 -0.421
S -4.400 -0.788 0.470
O -4.772 -1.105 1.809
O -3.233 0.048 0.200
C -4.257 -2.228 -0.405
H -4.189 -1.397 -2.333
H -5.027 -2.905 -2.324
H -6.977 -1.684 -0.867
H -6.994 -1.082 -2.303
H -6.461 0.269 0.237
H -5.431 0.643 -1.029
H -4.805 -2.788 0.311
H -3.231 -2.616 -0.755
C 0.538 -6.490 -1.099
C -0.379 -6.982 -2.148
C -1.003 -5.649 -2.692
S -1.274 -4.714 -1.217
O -2.314 -5.253 -0.383
O -1.219 -3.376 -1.611
C 0.311 -5.084 -0.584
H 1.461 -6.882 -1.455
H 0.152 -7.103 -0.281
H -1.193 -7.447 -1.910
H -0.022 -7.468 -3.284
H -1.867 -6.088 -3.353
H -0.497 -4.882 -3.438
H 0.359 -4.900 0.454
H 0.910 -4.531 -1.130
C -2.027 1.740 3.119
C -1.151 2.208 1.971
C -1.365 3.696 1.747
S -2.988 3.998 2.228
O -3.918 4.217 1.113
O -2.984 4.963 3.287
C -3.454 2.433 3.036
H -1.591 2.141 4.028
H -2.175 0.707 3.122
H -1.566 1.893 1.023
H 0.031 1.988 2.239
H -1.332 3.854 0.662
H -0.744 4.470 2.235
H -4.038 1.836 2.343
H -3.832 2.678 3.869
C 2.392 -2.305 4.132
C 2.199 -1.178 5.092
C 1.255 -0.232 4.346
S 1.966 -0.162 2.750
O 2.992 0.983 2.676
O 0.960 -0.290 1.742
C 2.996 -1.588 2.831
H 1.600 -2.836 3.885
H 3.263 -3.056 4.379
H 3.257 -0.648 5.215
H 1.836 -1.278 6.127
H 1.284 0.791 4.991
H 0.197 -0.398 4.179
H 4.115 -1.356 3.005
H 2.812 -2.287 1.980
*
```

---

[8]
The molecule C5H11O2P in a non-equilibrium geometry. Source: the Open Molecules 2025 dataset; level of theory: ωB97M-V/def2-TZVPD.

The value obtained for the relative energy (zero: lowest compared OMol25 entry of this formula, charge and spin) is 107.5 kcal per mole. As for the LUMO energy (spin up / spin down): -0.625 / -0.627 eV. The total energy is -688.7428 Ha.

Geometry as ORCA input:
```
! wB97M-V def2-TZVPD RIJCOSX def2/J DEFGRID3
* xyz 0 1
C 0.374 0.856 1.285
C -1.190 1.365 1.589
C -2.026 0.245 0.946
C 0.988 -0.416 -1.516
C 1.332 -1.669 -2.237
O -1.512 2.536 0.947
O -1.431 -0.731 0.372
P 0.639 -0.573 0.165
H 0.888 1.763 0.923
H 0.898 0.470 2.168
H -1.463 1.498 2.660
H -3.116 0.350 0.610
H 0.493 0.314 -2.027
H 1.342 -2.658 -1.549
H 2.367 -1.676 -2.611
H 0.681 -1.753 -3.122
H -1.711 2.544 0.005
H 0.427 -1.879 0.697
H 2.021 -0.587 0.697
*
```